C18H24N4O2 in the gas phase, computed with ωB97M-V/def2-TZVPD.

Summary:
**Maximum force**: 0.0158 Eh/bohr
**HOMO energy**: -8.6 eV
**ΔE to the lowest compared entry with this formula, charge and spin**: 0.045 eV
**Spin multiplicity**: 1
**SMILES**: CCCCC(=O)Nc1ccc(C(=O)NCCCn2ccnc2)cc1
**LUMO energy**: 0.642 eV

Structure (XYZ):
```
48
Properties=species:S:1:pos:R:3:lowdin_charge:R:1
C -5.974 -3.475 3.245 -0.12
C -5.179 -2.816 2.125 -0.28
C -4.879 -1.352 2.435 -0.22
C -4.073 -0.688 1.319 -0.12
C -3.888 0.786 1.597 -0.46
O -4.639 1.430 2.298 0.07
N -2.794 1.412 1.059 0.13
C -1.758 0.976 0.233 -0.23
C -0.502 1.562 0.401 -0.01
C 0.570 1.189 -0.383 -0.02
C 0.410 0.219 -1.369 -0.13
C 1.506 -0.231 -2.272 -0.45
O 1.300 -0.623 -3.405 0.06
N 2.751 -0.203 -1.731 0.07
C 3.909 -0.596 -2.498 -0.17
C 4.706 0.598 -3.043 -0.15
C 5.646 1.227 -2.008 -0.15
N 4.941 1.676 -0.838 -0.10
C 4.878 1.039 0.370 -0.09
C 4.018 1.770 1.140 -0.16
N 3.551 2.829 0.428 0.05
C 4.119 2.746 -0.744 -0.18
C -0.855 -0.326 -1.572 0.00
C -1.928 0.040 -0.786 -0.01
H -6.184 -4.515 3.006 0.07
H -6.920 -2.959 3.393 0.07
H -5.417 -3.442 4.178 0.07
H -5.745 -2.880 1.193 0.11
H -4.240 -3.356 1.980 0.11
H -5.812 -0.802 2.570 0.12
H -4.321 -1.282 3.371 0.12
H -4.621 -0.794 0.378 0.13
H -3.100 -1.171 1.210 0.12
H -2.671 2.348 1.429 0.15
H -0.367 2.322 1.157 0.12
H 1.514 1.691 -0.233 0.08
H 2.877 0.101 -0.780 0.10
H 4.552 -1.237 -1.888 0.12
H 3.523 -1.175 -3.342 0.12
H 3.999 1.346 -3.405 0.12
H 5.310 0.266 -3.888 0.11
H 6.165 2.079 -2.459 0.13
H 6.394 0.494 -1.693 0.13
H 5.444 0.155 0.579 0.12
H 3.706 1.603 2.151 0.10
H 3.963 3.437 -1.547 0.13
H -0.983 -1.041 -2.370 0.12
H -2.900 -0.375 -0.991 0.10
```



C18H24N4O2S as an isolated structure at a distorted geometry, computed with ωB97M-V/def2-TZVPD.

Summary:
**Maximum force**: 0.3328 Eh/bohr
**HOMO energy**: -8.4 eV
**ΔE to the lowest compared entry with this formula, charge and spin**: 15.771 eV
**Spin multiplicity**: 1
**LUMO energy**: 0.384 eV

Structure (XYZ):
```
49
Properties=species:S:1:pos:R:3:lowdin_charge:R:1
C 4.942 0.351 0.343 0.02
N 4.062 0.407 -0.802 -0.14
C 3.260 -0.517 -1.181 -0.49
O 2.322 -0.538 -2.061 -0.05
C 3.266 -2.065 -0.506 -0.18
H 2.705 -2.798 -0.829 -0.02
H 4.177 -2.262 0.071 0.05
S 2.285 -1.657 1.085 0.96
C 0.717 -2.264 0.566 -0.73
N 0.652 -3.364 -0.132 0.12
N -0.763 -3.311 -0.250 0.08
C -1.442 -2.515 0.329 -0.39
N -0.415 -1.967 0.943 0.05
C -0.663 -0.522 1.878 -0.01
H 0.129 -0.493 2.420 0.04
H -1.684 -0.773 2.527 0.20
C -0.799 0.482 1.015 -0.27
C 0.441 1.147 0.485 -0.14
H 0.832 0.875 -0.625 0.15
C 0.145 2.741 0.453 -0.10
H 1.019 3.312 0.256 0.07
C -0.799 2.974 1.743 -0.17
H -1.397 3.820 1.568 0.11
O -1.482 1.728 1.919 -0.12
H -0.050 3.206 2.231 0.01
H -0.325 2.942 -0.567 0.11
H 1.304 0.830 1.104 0.07
H -1.486 0.572 0.105 0.17
C -2.894 -2.540 0.653 -0.02
C -3.305 -1.358 -0.161 -0.16
C -2.976 -1.052 -1.618 0.00
C -3.466 -0.094 -2.411 -0.01
C -4.212 0.918 -1.654 -0.03
C -4.627 0.594 -0.371 -0.11
C -4.187 -0.438 0.374 -0.08
H -4.392 -0.280 1.446 0.13
H -5.208 1.462 -0.040 0.11
H -4.590 1.755 -1.967 0.04
H -3.167 0.092 -3.303 0.04
H -2.467 -1.773 -1.941 0.03
H -3.023 -2.502 1.753 0.14
H -3.368 -3.355 0.370 0.08
C 3.751 1.608 -1.519 -0.03
H 4.770 1.724 -1.976 0.11
H 2.997 1.596 -2.403 0.14
H 3.721 2.415 -0.910 0.05
H 5.867 -0.305 -0.015 0.17
H 5.317 1.219 0.557 0.04
H 4.506 -0.031 1.045 -0.03
```



C18H24N4O3 in the gas phase at a distorted geometry, computed with ωB97M-V/def2-TZVPD.

Summary:
**Maximum force**: 0.1140 Eh/bohr
**HOMO energy**: -8.4 eV
**ΔE to the lowest compared entry with this formula, charge and spin**: 10.345 eV
**Spin multiplicity**: 1
**SMILES**: CCCCOC[C@H]1CNCCN1c1ccc2cc([N+](=O)[O-])ccc2n1
**LUMO energy**: -1.130 eV

Structure (XYZ):
```
49
Properties=species:S:1:pos:R:3:lowdin_charge:R:1
C 3.726 4.147 -2.482 -0.14
C 2.578 3.435 -3.106 -0.23
C 1.187 3.923 -2.383 -0.11
C 0.223 2.747 -2.049 -0.27
O 0.944 1.693 -1.519 -0.14
C 0.282 0.550 -0.829 -0.09
C -1.204 0.315 -1.149 -0.32
C -1.476 -0.282 -2.516 -0.17
N -2.728 -1.079 -2.536 -0.04
C -3.829 -0.551 -1.650 -0.18
C -3.436 -0.340 -0.193 -0.09
N -1.917 -0.390 -0.116 -0.05
C -1.205 -1.283 0.749 -0.36
C -0.517 -2.310 0.204 0.01
C 0.424 -3.024 1.022 0.05
C 0.419 -2.738 2.402 -0.20
C 1.326 -3.350 3.214 0.08
C 1.380 -2.893 4.614 -0.09
N 2.170 -3.577 5.610 -0.34
O 2.930 -4.422 5.300 0.11
O 2.076 -3.220 6.861 0.01
C 0.369 -1.972 4.987 0.03
C -0.490 -1.313 4.126 0.00
C -0.479 -1.767 2.868 -0.21
N -1.361 -1.064 2.028 0.21
H 3.504 5.224 -2.566 0.08
H 3.891 3.868 -1.461 0.07
H 4.671 3.932 -2.969 0.07
H 2.465 3.699 -4.202 0.12
H 2.834 2.427 -3.123 0.07
H 0.633 4.699 -2.822 0.09
H 1.451 4.233 -1.416 0.08
H -0.529 3.200 -1.302 0.14
H -0.348 2.429 -2.909 0.10
H 0.365 0.705 0.403 0.18
H 0.842 -0.373 -1.006 0.11
H -1.717 1.293 -1.214 0.14
H -1.476 0.485 -3.343 0.13
H -0.627 -0.875 -2.770 0.10
H -2.512 -2.018 -2.193 0.09
H -4.086 0.382 -2.058 0.09
H -4.737 -1.185 -1.629 0.12
H -3.834 -1.169 0.299 0.10
H -3.825 0.625 -0.064 0.10
H -0.751 -2.671 -0.821 0.13
H 1.075 -3.769 0.643 0.11
H 1.848 -4.261 2.777 0.15
H 0.515 -1.672 5.957 0.09
H -1.045 -0.441 4.332 0.12
```



C18H24N4O4S in the gas phase, computed with ωB97M-V/def2-TZVPD.

Summary:
**Maximum force**: 0.0159 Eh/bohr
**HOMO energy**: -8.2 eV
**ΔE to the lowest compared entry with this formula, charge and spin**: 2.978 eV
**Spin multiplicity**: 1
**SMILES**: COC(=O)c1sc2nc(CN3CCOCC3)nc(N3CCOCC3)c2c1C
**LUMO energy**: -0.032 eV

Structure (XYZ):
```
51
Properties=species:S:1:pos:R:3:lowdin_charge:R:1
C -6.617 -2.680 -0.623 -0.05
O -5.257 -2.352 -0.394 -0.09
C -4.989 -1.050 -0.197 -0.52
O -5.835 -0.186 -0.210 0.11
C -3.565 -0.838 0.027 -0.37
S -2.505 -2.227 0.032 1.15
C -1.173 -1.203 0.444 -0.51
N 0.025 -1.677 0.752 0.11
C 0.899 -0.779 1.173 -0.32
C 2.245 -1.261 1.629 -0.13
N 3.131 -1.399 0.482 -0.16
C 2.811 -2.569 -0.319 -0.17
C 3.697 -2.572 -1.562 -0.20
O 5.064 -2.592 -1.216 -0.13
C 5.382 -1.487 -0.406 -0.20
C 4.531 -1.454 0.864 -0.18
N 0.714 0.532 1.159 0.20
C -0.435 1.035 0.714 -0.21
N -0.504 2.389 0.558 -0.06
C 0.607 3.185 1.052 -0.13
C 1.687 3.337 -0.022 -0.18
O 1.144 3.899 -1.198 -0.13
C 0.099 3.104 -1.697 -0.18
C -1.038 2.943 -0.673 -0.12
C -1.531 0.163 0.466 -0.10
C -2.932 0.353 0.287 -0.22
C -3.668 1.632 0.494 -0.03
H -7.222 -2.421 0.248 0.10
H -6.644 -3.752 -0.802 0.09
H -6.999 -2.135 -1.489 0.10
H 2.126 -2.212 2.174 0.13
H 2.665 -0.505 2.295 0.12
H 1.759 -2.528 -0.605 0.11
H 2.983 -3.499 0.251 0.13
H 3.520 -3.466 -2.162 0.12
H 3.480 -1.676 -2.164 0.13
H 6.441 -1.582 -0.160 0.12
H 5.219 -0.554 -0.967 0.13
H 4.780 -0.563 1.444 0.12
H 4.753 -2.350 1.472 0.13
H 1.020 2.701 1.935 0.12
H 0.208 4.171 1.312 0.13
H 2.472 4.018 0.308 0.13
H 2.121 2.349 -0.234 0.12
H -0.267 3.604 -2.596 0.13
H 0.480 2.105 -1.965 0.13
H -1.795 2.285 -1.091 0.11
H -1.475 3.921 -0.454 0.14
H -3.053 2.343 1.040 0.08
H -3.975 2.069 -0.455 0.10
H -4.582 1.434 1.050 0.09
```



Q: Which of these has the highest HOMO energy?
A: C18H24N4O4S



Q: The highest ΔE to the lowest compared entry with this formula, charge and spin belongs to which entry?
A: C18H24N4O2S